# 1
ORCA calculation (ωB97M-V with the def2-TZVPD basis set) on a cluster of 2 separate species, C6H10N in total at a distorted geometry.

XYZ file:
```
17
Properties=species:S:1:pos:R:3
C 3.9676 0.7061 0.2655
C 0.6953 -0.7221 0.2035
C -1.4876 -1.2567 0.5941
C 1.7499 -0.2199 -0.4983
C -1.4626 1.0661 -0.2879
C -2.1435 -0.3331 -0.3311
N 2.9414 0.2157 -0.0452
H 4.8366 1.1648 0.2430
H 0.9381 -0.4921 1.2405
H -1.5571 -1.0425 1.6245
H -1.2268 -2.2327 0.4607
H 1.9320 -0.3288 -1.5460
H -1.3673 1.3075 0.7155
H -2.2353 1.8693 -0.7648
H -0.4508 1.1272 -0.7750
H -1.9676 -0.5735 -1.2787
H -3.1623 -0.2553 0.1795
```

Calculated values
**Net charge**: +1
**Spin multiplicity**: 1
**HOMO level (alpha / beta)**: -0.513 / -0.513 Eh

Want to see where the charge sits? The natural (NBO) charges in e are:
1 C 0.396
2 C -0.151
3 C 0.024
4 C -0.249
5 C -0.580
6 C -0.498
7 N -0.153
8 H 0.257
9 H 0.158
10 H 0.192
11 H 0.207
12 H 0.236
13 H 0.199
14 H 0.237
15 H 0.225
16 H 0.233
17 H 0.266



# 2
ORCA calculation (ωB97M-V with the def2-TZVPD basis set) on a structure of composition C25H30N7PRuS at a distorted geometry.

XYZ file:
```
65
Properties=species:S:1:pos:R:3
Ru -0.3560 -0.1168 0.4034
C 2.3984 0.5581 1.9504
N 2.0995 0.2096 0.5509
C 2.5458 1.2217 -0.4157
C 1.4279 2.1571 -0.6757
N 0.1629 1.7740 -0.5929
C -0.6092 2.8763 -1.0063
C -1.9839 3.0448 -1.1485
C -2.4331 4.2551 -1.6344
C -1.5434 5.2906 -1.9561
C -0.1817 5.1444 -1.8018
C 0.2651 3.9175 -1.3305
N 1.5442 3.4145 -1.0920
C 1.3472 0.0327 2.8469
N 0.0845 -0.1522 2.4894
C -0.5821 -0.6501 3.6176
C -1.9027 -1.0450 3.8152
C -2.2440 -1.5183 5.0653
C -1.3060 -1.5928 6.1074
C 0.0043 -1.2030 5.9238
C 0.3413 -0.7389 4.6594
N 1.5493 -0.2927 4.1232
H 3.3707 0.1729 2.2668
H 2.4361 1.6466 2.0438
H 2.5357 -0.6766 0.3224
H 3.4371 1.7548 -0.0770
H 2.7975 0.7282 -1.3573
H -2.6688 2.2517 -0.8933
H -3.4934 4.4125 -1.7747
H -1.9342 6.2258 -2.3318
H 0.4981 5.9511 -2.0408
H 2.4086 3.9188 -1.2321
H -2.6259 -1.0078 3.0111
H -3.2565 -1.8483 5.2529
H -1.6172 -1.9704 7.0713
H 0.7306 -1.2507 6.7240
H 2.4250 -0.2393 4.6245
N -7.5446 0.3275 0.5592
C -6.7638 -0.4237 -0.2255
S -7.3587 -1.5902 -1.2155
C -5.2842 -0.2321 -0.1358
C -4.4508 -0.7133 -1.1470
C -3.0897 -0.5757 -1.0294
N -2.5095 -0.0007 0.0396
C -3.2999 0.4958 1.0036
C -4.6746 0.3997 0.9526
H -8.5433 0.1858 0.5412
H -7.2029 1.0934 1.1145
H -4.8689 -1.1989 -2.0180
H -2.4297 -0.9064 -1.8201
H -2.8090 1.0081 1.8223
H -5.2425 0.7902 1.7849
C -1.1333 -3.2593 -1.0568
P 0.2232 -2.3680 -0.2509
C 0.3559 -3.2163 1.3569
C 1.7067 -2.8916 -1.1529
H -0.9005 -4.3248 -1.0692
H -1.2679 -2.9151 -2.0829
H -2.0589 -3.0981 -0.5045
H 0.2044 -4.2867 1.2115
H -0.4039 -2.8409 2.0432
H 1.3393 -3.0475 1.7975
H 1.5842 -3.9468 -1.4000
H 2.6070 -2.7747 -0.5490
H 1.8241 -2.3180 -2.0733
```

Calculated values
**Net charge**: +3
**Spin multiplicity**: 2
**HOMO level (alpha / beta)**: -0.558 / -0.558 Eh
**Expectation value of S²**: 0.76

Want to see where the charge sits? The natural (NBO) charges in e are:
1 Ru 0.973
2 C -0.289
3 N -0.559
4 C -0.279
5 C 0.416
6 N -0.579
7 C 0.154
8 C -0.243
9 C -0.167
10 C -0.162
11 C -0.193
12 C 0.091
13 N -0.464
14 C 0.430
15 N -0.521
16 C 0.144
17 C -0.255
18 C -0.165
19 C -0.160
20 C -0.190
21 C 0.092
22 N -0.467
23 H 0.250
24 H 0.256
25 H 0.408
26 H 0.247
27 H 0.260
28 H 0.215
29 H 0.246
30 H 0.256
31 H 0.254
32 H 0.456
33 H 0.222
34 H 0.250
35 H 0.259
36 H 0.256
37 H 0.458
38 N -0.738
39 C 0.021
40 S 0.025
41 C 0.032
42 C -0.188
43 C 0.037
44 N -0.489
45 C 0.048
46 C -0.230
47 H 0.441
48 H 0.396
49 H 0.289
50 H 0.217
51 H 0.226
52 H 0.250
53 C -0.954
54 P 1.173
55 C -0.953
56 C -0.952
57 H 0.285
58 H 0.267
59 H 0.268
60 H 0.283
61 H 0.264
62 H 0.252
63 H 0.299
64 H 0.255
65 H 0.274



# 3
ORCA calculation (ωB97M-V with the def2-TZVPD basis set) on the ion C2H9BNO2 with charge +1 at a distorted geometry.

XYZ file:
```
15
Properties=species:S:1:pos:R:3
C -1.9673 0.2013 -0.6706
N -1.0594 0.1295 0.5721
C 0.0491 -0.9389 0.3535
B 1.6728 -0.0728 0.0350
O 2.7417 -0.7152 -0.3622
O 1.3361 1.2039 0.2426
H -2.4519 -0.7877 -0.7559
H -2.7902 1.0028 -0.6449
H -1.1186 0.2899 -1.5006
H -0.4636 1.0921 0.6608
H -1.3707 -0.0352 1.5197
H 0.0665 -1.4696 1.2975
H -0.2634 -1.6578 -0.5402
H 3.5268 -0.1616 -0.3894
H 2.0919 1.9194 0.1826
```

Calculated values
**Net charge**: +1
**Spin multiplicity**: 1
**SMILES string**: C[NH2+]CB(O)O
**HOMO level**: -0.571 Eh

Want to see where the charge sits? The natural (NBO) charges in e are:
1 C -0.420
2 N -0.559
3 C -0.529
4 B 1.130
5 O -0.850
6 O -0.937
7 H 0.235
8 H 0.259
9 H 0.238
10 H 0.469
11 H 0.434
12 H 0.231
13 H 0.250
14 H 0.514
15 H 0.535



# 4
ORCA calculation (ωB97M-V with the def2-TZVPD basis set) on the molecule C7H10 at a distorted geometry.

XYZ file:
```
17
Properties=species:S:1:pos:R:3
C -1.9773 0.9411 -0.6049
C -0.7661 0.5015 -0.9515
C 0.2393 0.1975 0.1197
C -0.2540 -1.1310 0.6443
C -0.0977 -2.2582 -0.0435
C 0.9108 1.1771 1.0383
C 1.7061 0.4461 -0.0133
H -1.5797 1.8671 -0.1676
H -2.8353 0.8275 -1.2666
H -0.5421 0.1902 -1.9582
H -0.9126 -1.1001 1.5144
H 0.4975 -2.2688 -0.9547
H -0.5953 -3.1817 0.2355
H 0.7275 2.2379 0.8919
H 1.0589 0.8921 2.0791
H 2.0536 1.0149 -0.8712
H 2.3664 -0.3532 0.3080
```

Calculated values
**Net charge**: 0
**Spin multiplicity**: 1
**SMILES string**: C=CC1(C=C)CC1
**HOMO level**: -0.318 Eh

Want to see where the charge sits? The natural (NBO) charges in e are:
1 C -0.494
2 C -0.084
3 C -0.178
4 C -0.142
5 C -0.392
6 C -0.401
7 C -0.405
8 H 0.230
9 H 0.202
10 H 0.190
11 H 0.209
12 H 0.192
13 H 0.203
14 H 0.217
15 H 0.220
16 H 0.214
17 H 0.220



# 5
ORCA calculation (ωB97M-V with the def2-TZVPD basis set) on a cluster of 2 separate species, C6H12O in total.

XYZ file:
```
19
Properties=species:S:1:pos:R:3
C -2.0389 -0.4183 0.7745
C -1.0204 0.0357 1.5012
C 0.3555 -0.5733 1.5381
C 1.4717 0.4609 1.3665
H -3.0188 0.0514 0.8167
H -1.9221 -1.2675 0.1054
H -1.1702 0.9062 2.1441
H 0.4312 -1.3498 0.7672
H 0.4896 -1.0757 2.5066
H 2.4567 0.0156 1.5428
H 1.4699 0.8856 0.3565
H 1.3500 1.2918 2.0716
C 0.0826 0.7851 -2.0994
C 0.2683 -0.6892 -2.3349
O -0.4063 -1.5599 -1.8358
H -0.5508 0.9552 -1.2252
H 1.0547 1.2760 -1.9760
H -0.3899 1.2299 -2.9847
H 1.0873 -0.9597 -3.0350
```

Calculated values
**Net charge**: 0
**Spin multiplicity**: 1
**SMILES string**: C=CCC.CC=O
**HOMO level**: -0.346 Eh

Want to see where the charge sits? The natural (NBO) charges in e are:
1 C -0.405
2 C -0.179
3 C -0.449
4 C -0.598
5 H 0.195
6 H 0.214
7 H 0.188
8 H 0.215
9 H 0.210
10 H 0.210
11 H 0.196
12 H 0.203
13 C -0.737
14 C 0.447
15 O -0.529
16 H 0.249
17 H 0.226
18 H 0.241
19 H 0.102



In hartree, the E_tot values for the records above are, in order, -288.8582; -2187.5212; -311.4961; -272.5736; -311.0090.